A gas-phase ion, C4H11N2 (charge +1), computed with the ωB97M-V functional and the def2-TZVPD basis.

ΔE to the lowest compared entry with this formula, charge and spin (kcal per mole): 60.28
E_tot (hartree): -268.20884
Largest force on an atom (eV/Å): 5.3
Structure (SMILES): C/C=[NH+]/CNC
E_LUMO (eV): -4.340

Structure (ORCA input):
```
! RIJCOSX wB97M-V def2-TZVPD def2/J DEFGRID3
* xyz 1 1
C -1.7583 1.8242 0.0263
C -0.8845 0.7214 -0.1125
N -0.9948 -0.4008 0.4772
C 0.1023 -1.3809 0.3753
N 0.9075 -1.0565 -0.7376
C 2.0797 -0.3083 -0.2794
H -1.4333 2.3999 0.9245
H -2.9124 1.4926 0.1755
H -1.7956 2.6454 -0.7747
H -0.0061 0.9089 -0.6625
H -1.8756 -0.6961 0.8684
H 0.5289 -1.3164 1.3416
H -0.1935 -2.5314 0.3481
H 0.9933 -1.7558 -1.4222
H 2.0350 0.7558 0.0429
H 2.4991 -0.9620 0.5359
H 2.7084 -0.3398 -1.1268
*
```